(1)
C3H7BO3 in the gas phase. Source: OMol25; level of theory: ωB97M-V/def2-TZVPD.

```
14
Properties=species:S:1:pos:R:3:forces:R:3
B 0.423 1.088 1.027 -1.936 1.187 0.552
C -1.306 0.236 -0.906 3.576 1.848 3.529
C -0.092 0.041 0.001 -5.955 -0.012 -4.219
C 0.369 -2.065 -1.029 0.412 0.483 0.486
O 1.279 0.697 2.005 0.760 1.481 0.585
O -0.224 2.348 1.083 1.415 -0.272 0.058
O 0.480 -1.156 0.087 0.729 -0.900 -0.039
H -1.773 -0.272 -1.731 0.642 -1.286 0.090
H -1.885 1.189 -0.831 1.187 -0.488 0.379
H 1.203 -2.849 -0.767 -2.060 1.279 -1.140
H 0.523 -1.391 -1.885 0.805 -0.726 -0.278
H -0.692 -2.387 -1.243 1.056 -0.395 0.976
H 1.443 1.506 2.559 0.033 -1.429 -0.407
H 0.251 3.015 1.630 -0.664 -0.770 -0.572
```
Forces are in eV/Å.

Output
Kohn-Sham gap   8.53 eV
SMILES string   C=C(OC)B(O)O
E_HOMO   -0.3031 Eh

Löwdin charges in e:
1. B -0.604
2. C 0.093
3. C -0.197
4. C -0.063
5. O 0.179
6. O 0.114
7. O -0.144
8. H 0.024
9. H 0.048
10. H 0.134
11. H 0.082
12. H 0.095
13. H 0.131
14. H 0.108



(2)
A gas-phase ion, CH8N4S2 (charge +2). Source: OMol25; level of theory: ωB97M-V/def2-TZVPD.

```
15
Properties=species:S:1:pos:R:3:forces:R:3
C -1.043 -0.080 0.188 -2.026 1.429 -1.553
N 1.416 -1.407 0.154 3.050 -2.547 4.989
N -1.331 1.191 -0.264 1.847 -1.487 1.916
N 2.089 -0.829 -0.745 -0.465 3.182 -4.200
N -0.605 2.165 0.423 0.465 0.526 -3.177
S -1.810 -1.536 -0.294 0.260 -0.893 0.970
S 0.099 -0.335 1.495 -0.611 0.184 -0.423
H 2.157 -1.749 0.896 -2.126 0.046 -1.496
H -1.889 1.459 -1.120 0.589 -0.681 1.253
H 3.091 -0.918 -0.957 -0.475 -0.548 0.175
H 1.493 -0.282 -1.416 1.361 -0.507 0.617
H -0.492 3.069 -0.049 -0.260 -0.628 0.166
H -0.732 2.215 1.383 -0.936 0.185 2.026
H -2.287 -1.288 -1.487 -0.412 0.795 -0.938
H -0.157 -1.675 1.792 -0.261 0.945 -0.324
```
Forces are in eV/Å.

Output
<S²>   2.02
2S+1   3
Kohn-Sham gap (alpha / beta)   7.35 / 6.20 eV
E_HOMO (alpha / beta)   -0.6103 / -0.6585 Eh
Total charge   +2

Löwdin charges in e:
1. C -0.907
2. N -0.174
3. N -0.015
4. N 0.065
5. N 0.065
6. S 0.957
7. S 1.094
8. H 0.171
9. H 0.223
10. H 0.178
11. H 0.163
12. H 0.153
13. H 0.077
14. H -0.077
15. H 0.027



(3)
2 unconnected molecules or ions with the total composition C2HN2OS. Source: OMol25; level of theory: ωB97M-V/def2-TZVPD.

```
7
Properties=species:S:1:pos:R:3:forces:R:3
C 1.375 0.430 -0.500 -0.357 0.356 -0.022
C -1.087 -0.830 0.352 1.380 -3.486 -2.076
N 2.389 -0.084 -0.770 2.577 -0.997 -0.147
N 0.206 0.814 -0.479 -1.247 2.031 -0.863
O -0.664 -1.936 0.017 -0.983 1.302 1.036
S -2.021 0.091 1.249 -1.522 1.006 1.766
H -0.198 1.516 0.131 0.151 -0.212 0.304
```
Forces are in eV/Å.

Output
<S²>   2.02
2S+1   3
Kohn-Sham gap (alpha / beta)   4.16 / 6.09 eV
E_HOMO (alpha / beta)   -0.0172 / -0.1669 Eh
Total charge   -1

Löwdin charges in e:
1. C -0.501
2. C -1.061
3. N 0.124
4. N 0.105
5. O -0.129
6. S 0.442
7. H 0.020



(4)
A molecular structure, IMn2. Source: OMol25; level of theory: ωB97M-V/def2-TZVPD.

```
3
Properties=species:S:1:pos:R:3:forces:R:3
Mn 1.904 -1.676 -0.856 -0.398 0.287 0.149
Mn -1.301 1.922 0.957 -0.317 1.201 0.586
I -0.603 -0.246 -0.101 0.715 -1.488 -0.735
```
Forces are in eV/Å.

Output
<S²>   30.01
2S+1   11
Kohn-Sham gap (alpha / beta)   7.38 / 7.68 eV
E_HOMO (alpha / beta)   -0.8648 / -0.8691 Eh
Total charge   +3

Löwdin charges in e:
1. Mn 1.440
2. Mn 1.109
3. I 0.451



(5)
C9H10BrN in the gas phase. Source: OMol25; level of theory: ωB97M-V/def2-TZVPD.

```
21
Properties=species:S:1:pos:R:3:forces:R:3
C 1.114 0.605 1.037 -1.183 -0.754 0.067
C 0.058 1.275 0.351 2.129 -3.049 -0.348
C 1.185 -0.787 0.984 -0.963 0.952 -1.696
C -0.715 0.585 -0.623 2.477 0.507 2.555
C 0.384 -1.490 0.055 1.202 -0.927 0.117
C -0.409 -0.750 -0.760 -0.979 0.728 0.052
C -1.786 1.393 -1.138 -1.145 3.070 -2.409
C -2.606 2.191 -0.108 -0.467 -1.048 -1.794
C 0.447 -2.999 -0.160 1.570 0.188 -2.584
N -3.238 1.396 0.921 0.242 0.923 0.970
Br -3.687 -0.330 0.515 0.041 0.246 -0.212
H 1.870 0.954 1.735 -0.522 1.144 -0.166
H -0.136 2.285 0.441 -0.002 1.961 0.493
H 1.948 -1.227 1.565 0.532 -0.931 0.516
H -1.565 2.152 -1.981 0.598 -0.901 1.362
H -2.421 0.804 -1.681 -1.987 -1.845 -1.213
H -1.949 2.987 0.197 -0.046 0.181 1.423
H -3.417 2.761 -0.628 0.276 -0.570 0.089
H -0.362 -3.206 -0.942 1.035 -0.397 1.515
H 1.486 -3.347 -0.663 -2.245 0.982 1.049
H 0.416 -3.519 0.781 -0.562 -0.460 0.214
```
Forces are in eV/Å.

Output
Kohn-Sham gap (alpha / beta)   8.10 / 8.51 eV
E_HOMO (alpha / beta)   -0.3239 / -0.3289 Eh

Löwdin charges in e:
1. C -0.051
2. C -0.015
3. C -0.053
4. C -0.285
5. C -0.303
6. C 0.115
7. C -0.254
8. C -0.352
9. C -0.063
10. N -0.409
11. Br 0.717
12. H 0.100
13. H 0.074
14. H 0.095
15. H 0.155
16. H 0.044
17. H 0.091
18. H 0.129
19. H 0.090
20. H 0.121
21. H 0.055



(6)
A molecular structure, C18H25N5O2. Source: OMol25; level of theory: ωB97M-V/def2-TZVPD.

```
50
Properties=species:S:1:pos:R:3:forces:R:3
O 4.924 -0.845 0.480 -1.837 -0.180 -0.764
N 0.354 0.575 0.208 1.791 3.793 -0.126
N -0.474 -1.463 -0.063 0.178 -1.659 -0.178
O -5.697 1.915 1.363 0.201 1.121 0.673
C 3.711 -0.983 0.240 2.555 0.912 0.506
C 1.414 -0.192 0.162 0.479 -0.524 0.276
C -0.715 -0.196 0.020 -1.544 1.097 0.521
C 0.891 -1.460 0.047 2.791 -4.641 -0.835
C 1.836 -2.557 -0.086 -1.002 2.328 0.530
N 1.617 -3.871 -0.222 2.603 1.222 -0.830
N 3.221 -2.257 -0.026 -3.278 -0.400 0.313
N 2.818 0.076 0.242 -1.791 0.351 -0.740
C 3.864 1.706 -2.350 0.864 1.060 0.474
C 2.929 -4.567 -0.371 -0.401 -1.103 1.826
C 3.980 -3.442 -0.417 0.809 0.325 -0.152
C 3.180 1.501 0.047 1.502 2.193 0.459
C 2.776 2.140 -1.351 0.576 -2.780 0.549
C -4.501 0.291 0.153 -4.436 -1.547 1.350
C -3.613 2.487 0.019 1.475 0.618 2.705
C -3.595 1.161 2.286 1.678 -1.042 -0.137
C -3.251 -0.262 -0.384 0.743 -1.832 -1.314
C -2.189 1.896 -0.215 0.953 -0.023 0.163
C -2.244 0.438 1.748 0.158 0.259 2.591
C -4.347 1.543 1.017 -1.143 -0.556 -0.453
C -2.074 0.444 0.245 -0.037 0.133 0.043
H -5.709 2.499 2.168 0.293 -0.814 -1.255
H 0.714 -4.268 -0.234 -0.776 -0.364 -0.088
H 3.589 1.991 -3.315 -0.792 0.593 -1.777
H 4.022 0.606 -2.484 0.147 0.882 0.933
H 4.779 2.339 -2.206 -0.263 -1.221 0.225
H 2.982 -5.317 -1.183 -0.124 0.836 0.150
H 3.047 -5.130 0.569 0.192 -0.096 -0.308
H 4.221 -3.291 -1.457 0.591 0.028 -0.427
H 4.952 -3.545 0.166 -1.558 -0.124 -0.540
H 4.330 1.685 -0.006 -1.974 -1.035 0.872
H 2.769 2.112 0.928 0.490 -1.034 -1.295
H 2.530 3.186 -1.278 0.574 0.460 0.078
H 1.895 1.685 -1.748 -1.035 -0.319 0.226
H -5.288 0.546 -0.647 1.222 -0.348 1.037
H -5.014 -0.583 0.762 0.667 1.965 -0.749
H -3.468 3.490 0.464 -0.271 -0.302 -0.163
H -4.117 2.628 -0.909 -0.726 -0.220 -0.492
H -3.413 2.003 2.987 0.216 -0.134 -0.683
H -4.155 0.414 2.917 0.196 0.684 -1.011
H -3.257 -1.381 -0.263 0.408 1.095 -0.050
H -3.297 -0.077 -1.461 0.685 -0.147 -0.129
H -2.055 1.829 -1.293 0.678 0.670 -0.095
H -1.357 2.408 0.355 -0.990 0.023 -1.136
H -2.199 -0.590 2.030 -0.947 -1.171 0.232
H -1.316 0.682 2.344 -0.792 0.971 -1.004
```
Forces are in eV/Å.

Output
Kohn-Sham gap   8.39 eV
E_HOMO   -0.2947 Eh

Löwdin charges in e:
1. O 0.048
2. N 0.184
3. N 0.178
4. O -0.040
5. C -0.414
6. C -0.225
7. C -0.350
8. C -0.192
9. C -0.103
10. N 0.114
11. N 0.059
12. N 0.075
13. C -0.119
14. C -0.104
15. C -0.083
16. C -0.129
17. C -0.215
18. C -0.163
19. C -0.079
20. C -0.065
21. C -0.161
22. C -0.113
23. C -0.102
24. C -0.522
25. C -0.421
26. H 0.113
27. H 0.142
28. H 0.033
29. H 0.092
30. H 0.089
31. H 0.126
32. H 0.117
33. H 0.119
34. H 0.155
35. H 0.138
36. H 0.135
37. H 0.103
38. H 0.077
39. H 0.146
40. H 0.156
41. H 0.119
42. H 0.105
43. H 0.114
44. H 0.127
45. H 0.134
46. H 0.123
47. H 0.115
48. H 0.132
49. H 0.098
50. H 0.132



(7)
C2H4N2OS in the gas phase. Source: OMol25; level of theory: ωB97M-V/def2-TZVPD.

```
10
Properties=species:S:1:pos:R:3:forces:R:3
C -1.147 -0.124 -0.007 -0.078 -0.336 0.121
C 2.223 -0.588 -0.001 1.086 0.338 0.096
H -1.308 1.939 -0.010 -0.200 -0.529 0.008
H -2.812 1.043 -0.011 0.196 -0.092 0.008
H 2.984 -1.379 0.026 -0.394 0.424 -0.068
H 2.501 0.478 -0.002 -0.007 -0.484 -0.014
N -1.806 1.051 0.011 0.249 0.377 -0.061
N 1.029 -0.962 0.000 -0.552 -0.579 0.013
O 0.195 0.149 -0.006 -0.500 0.436 -0.060
S -1.859 -1.608 0.000 0.200 0.444 -0.043
```
Forces are in eV/Å.

Output
Kohn-Sham gap   9.29 eV
SMILES string   C=NOC(N)=S
E_HOMO   -0.3104 Eh

Löwdin charges in e:
1. C -0.950
2. C -0.008
3. H 0.117
4. H 0.099
5. H 0.087
6. H 0.093
7. N 0.092
8. N -0.014
9. O -0.141
10. S 0.624



(8)
C6H10 in the gas phase. Source: OMol25; level of theory: ωB97M-V/def2-TZVPD.

```
16
Properties=species:S:1:pos:R:3:forces:R:3
C -1.899 0.609 -1.108 -0.064 -0.042 0.077
C -0.387 0.521 -1.330 0.053 -0.081 0.074
C 0.351 -0.002 -0.107 0.195 0.012 0.221
C 1.409 0.483 0.501 -0.055 -0.201 0.157
C 2.308 0.429 1.453 0.021 0.180 -0.151
C 0.007 -1.269 0.746 -0.112 -0.061 -0.072
H -2.285 -0.355 -0.761 -0.042 0.125 -0.057
H -2.141 1.361 -0.350 0.038 -0.110 -0.065
H -2.431 0.876 -2.028 0.165 -0.058 0.153
H -0.193 -0.129 -2.196 0.006 -0.038 0.248
H -0.007 1.511 -1.621 0.073 -0.292 0.259
H 2.115 0.865 2.432 0.165 0.186 -0.199
H 3.207 -0.176 1.342 0.039 0.334 -0.084
H 0.912 -1.883 0.736 -0.280 -0.097 0.100
H -0.833 -1.932 0.523 -0.126 0.429 -0.553
H -0.134 -0.907 1.768 -0.075 -0.287 -0.108
```
Forces are in eV/Å.

Output
Kohn-Sham gap   9.93 eV
SMILES string   C=C=C(C)CC
E_HOMO   -0.3289 Eh

Löwdin charges in e:
1. C -0.114
2. C -0.221
3. C -0.265
4. C -0.101
5. C -0.011
6. C -0.057
7. H 0.064
8. H 0.076
9. H 0.070
10. H 0.109
11. H 0.109
12. H 0.062
13. H 0.062
14. H 0.074
15. H 0.066
16. H 0.077



Result set for energy above the lowest of the compared OMol25 structures with the same formula, charge and spin: 58.19, 0.00, 6.77, 3.90, 84.79, 23.71, 63.46, 48.86 kcal/mol, one per record in the order listed.